--- 1 ---
Below is 2 unconnected molecules or ions with the total composition C4H10, with properties calculated with wB97M-V/def2-TZVPD.

Results
Frontier orbital gap in eV: 11.360
SMILES string: C=C.CC
HOMO in eV: -10.12

```
! RIJCOSX wB97M-V def2-TZVPD def2/J DEFGRID3
* xyz 0 1
C -1.00648 0.40776 -1.82591
C 0.11483 0.49146 -2.54063
H -1.84823 -0.18438 -2.15286
H -1.03214 1.01383 -0.93037
H 0.25456 -0.12368 -3.41676
H 0.88933 1.17076 -2.21666
C 0.94276 -0.52458 1.28170
C -0.35979 -0.15771 1.95673
H 1.31309 0.15832 0.51477
H 0.95487 -1.57123 0.98120
H 1.83510 -0.45688 1.92549
H -1.20488 -0.08631 1.27480
H -0.57762 -0.93753 2.67760
H -0.27538 0.80016 2.47090
*
```

For each atom in turn, the Löwdin charge in e is: number 1, C, carries -0.080; number 2, C, carries -0.078; number 3, H, carries 0.046; number 4, H, carries 0.036; number 5, H, carries 0.042; number 6, H, carries 0.042; number 7, C, carries -0.187; number 8, C, carries -0.170; number 9, H, carries 0.050; number 10, H, carries 0.064; number 11, H, carries 0.063; number 12, H, carries 0.047; number 13, H, carries 0.060; number 14, H, carries 0.065

--- 2 ---
Below is 6 unconnected molecules or ions with the total composition C4H10, with properties calculated with wB97M-V/def2-TZVPD.

Results
Frontier orbital gap in eV: 9.181
HOMO in eV: -10.32

```
! RIJCOSX wB97M-V def2-TZVPD def2/J DEFGRID3
* xyz 0 1
C -1.46013 1.50863 0.69858
C -1.92524 0.67444 -0.55159
C 1.44178 -0.51035 0.33130
C 0.58017 -0.22907 1.32310
H -2.12193 2.49262 0.65245
H -0.31733 1.49751 0.42881
H -1.57589 1.16630 1.75173
H -2.90756 1.08930 -0.95639
H -1.75371 -0.35531 -0.13946
H -1.12297 0.67221 -1.43020
H 1.97683 0.94238 -0.16416
H 4.83673 -3.87519 -0.90323
H 3.97215 -3.75260 -0.66110
H 0.37709 -1.32088 -0.37985
*
```

For each atom in turn, the Löwdin charge in e is: number 1, C, carries -0.256; number 2, C, carries -0.216; number 3, C, carries -0.243; number 4, C, carries -0.062; number 5, H, carries 0.091; number 6, H, carries 0.009; number 7, H, carries 0.045; number 8, H, carries 0.072; number 9, H, carries 0.028; number 10, H, carries 0.084; number 11, H, carries 0.241; number 12, H, carries 0.003; number 13, H, carries -0.002; number 14, H, carries 0.207

--- 3 ---
Below is 2 unconnected molecules or ions with the total composition C4H10, with properties calculated with wB97M-V/def2-TZVPD.

Results
Frontier orbital gap in eV: 10.818
SMILES string: C=C.CC
HOMO in eV: -9.63

```
! RIJCOSX wB97M-V def2-TZVPD def2/J DEFGRID3
* xyz 0 1
C -0.00735 1.78874 0.26957
C 1.04423 2.33438 0.87045
H -1.02163 2.19739 0.31399
H -0.01465 0.97451 -0.45359
H 1.08942 3.32582 1.28542
H 1.80737 1.64361 1.24963
C 0.25895 -2.07364 -0.27239
C -1.15395 -1.59720 -0.73072
H 0.03497 -2.70548 0.60292
H 0.88406 -1.25082 0.06208
H 0.61943 -2.76677 -1.02503
H -1.70704 -1.04105 0.01941
H -1.08859 -1.00549 -1.65230
H -1.61469 -2.49988 -1.15147
*
```

For each atom in turn, the Löwdin charge in e is: number 1, C, carries -0.084; number 2, C, carries -0.075; number 3, H, carries 0.050; number 4, H, carries 0.028; number 5, H, carries 0.038; number 6, H, carries 0.051; number 7, C, carries -0.158; number 8, C, carries -0.184; number 9, H, carries 0.062; number 10, H, carries 0.044; number 11, H, carries 0.059; number 12, H, carries 0.057; number 13, H, carries 0.053; number 14, H, carries 0.060

Energetically preferred structure: 1 | next structure: +64.5 kJ/mol

--- 1 ---
Below is a single C5H7F2N molecule, with properties calculated with wB97M-V/def2-TZVPD.

Results
Frontier orbital gap in eV: 9.870
SMILES string: FC1(F)[C@@H]2NCC[C@@H]21
HOMO in eV: -9.03

```
! RIJCOSX wB97M-V def2-TZVPD def2/J DEFGRID3
* xyz 0 1
F 2.74282 -0.32919 -0.46713
C 1.61407 0.03986 0.07442
F 1.77901 0.72349 1.25274
C 0.56101 0.35213 -0.98371
N -0.63170 1.14821 -0.80990
C -1.00574 0.75194 0.63355
C -0.81425 -0.76026 0.61851
C 0.44302 -0.93295 -0.15337
H 0.90655 0.17689 -2.06794
H -1.50171 0.93007 -1.31148
H -2.06823 1.00356 0.88289
H -0.22149 1.12578 1.41545
H -0.84317 -1.21039 1.71632
H -1.56114 -1.25211 -0.00362
H 0.60093 -1.76703 -0.79672
*
```

For each atom in turn, the Löwdin charge in e is: number 1, F, carries 0.143; number 2, C, carries -0.447; number 3, F, carries 0.084; number 4, C, carries -0.190; number 5, N, carries -0.004; number 6, C, carries -0.189; number 7, C, carries -0.179; number 8, C, carries -0.149; number 9, H, carries 0.174; number 10, H, carries 0.110; number 11, H, carries 0.120; number 12, H, carries 0.134; number 13, H, carries 0.156; number 14, H, carries 0.108; number 15, H, carries 0.129

--- 2 ---
Below is a single C5H7F2N molecule, with properties calculated with wB97M-V/def2-TZVPD.

Results
Frontier orbital gap in eV: 9.985
SMILES string: C=C1CNCC1(F)F
HOMO in eV: -9.04

```
! RIJCOSX wB97M-V def2-TZVPD def2/J DEFGRID3
* xyz 0 1
C -1.79582 -1.23994 -0.16899
C -0.70151 -0.52924 0.07319
C 0.27216 -0.69633 1.17134
N 1.43420 0.01279 0.53531
C 1.08896 1.08642 -0.42249
C -0.08741 0.50100 -0.94971
F -1.23364 1.44673 -1.04102
F 0.23751 0.06824 -2.13486
H -2.23708 -0.50147 -1.07333
H -2.47599 -1.99844 0.45267
H 0.66939 -1.61080 1.52000
H -0.33337 -0.19327 1.99462
H 2.22215 0.41394 0.99265
H 1.87773 1.25981 -1.12403
H 1.06272 1.98056 0.17467
*
```

For each atom in turn, the Löwdin charge in e is: number 1, C, carries 0.063; number 2, C, carries -0.258; number 3, C, carries -0.141; number 4, N, carries -0.040; number 5, C, carries -0.121; number 6, C, carries -0.472; number 7, F, carries -0.033; number 8, F, carries 0.157; number 9, H, carries 0.133; number 10, H, carries 0.117; number 11, H, carries 0.103; number 12, H, carries 0.138; number 13, H, carries 0.097; number 14, H, carries 0.129; number 15, H, carries 0.128

Energetically preferred structure: 1 | next structure: +87.9 kJ/mol

--- 1 ---
Below is 2 unconnected molecules or ions with the total composition CH6NPS, with properties calculated with wB97M-V/def2-TZVPD.

Results
Frontier orbital gap (alpha / beta) in eV: 8.156 / 7.708
HOMO (alpha / beta) in eV: -8.67 / -7.61

```
! RIJCOSX wB97M-V def2-TZVPD def2/J DEFGRID3
* xyz 0 1
C 0.82432 0.65251 2.00330
N -1.36439 -1.42273 -1.15777
P 0.18998 -0.74671 -0.98937
S -0.05300 1.09767 -2.20497
H 1.11553 1.79255 1.77166
H 1.62582 0.05255 2.34940
H -0.09584 0.58632 2.56253
H -1.32629 -1.90883 -2.01298
H -1.99339 -1.77798 -0.52580
H 1.07727 1.67466 -1.79601
*
```

For each atom in turn, the Löwdin charge in e is: number 1, C, carries -0.012; number 2, N, carries -0.346; number 3, P, carries 0.487; number 4, S, carries 0.208; number 5, H, carries 0.038; number 6, H, carries -0.052; number 7, H, carries -0.041; number 8, H, carries -0.019; number 9, H, carries -0.012; number 10, H, carries -0.251

--- 2 ---
Below is 2 unconnected molecules or ions with the total composition CH6NPS, with properties calculated with wB97M-V/def2-TZVPD.

Results
Frontier orbital gap in eV: 9.401
SMILES string: C1PS1.N
HOMO in eV: -8.54

```
! RIJCOSX wB97M-V def2-TZVPD def2/J DEFGRID3
* xyz 0 1
C 1.78713 0.05337 1.09462
P 2.03396 -1.10534 -0.28514
S 2.34081 0.95407 -0.34613
H 0.80302 0.24808 1.34503
H 2.53982 0.29612 1.78945
H 0.63564 -1.21862 -0.54097
N -1.10222 0.11265 -0.71267
H -0.89802 0.50246 -1.59829
H -1.76042 -0.71970 -0.74078
H -1.25754 0.96158 -0.28280
*
```

For each atom in turn, the Löwdin charge in e is: number 1, C, carries -0.825; number 2, P, carries 0.544; number 3, S, carries 0.400; number 4, H, carries -0.021; number 5, H, carries -0.008; number 6, H, carries -0.143; number 7, N, carries -0.001; number 8, H, carries 0.000; number 9, H, carries 0.072; number 10, H, carries -0.017

Energetically preferred structure: 2 | next structure: +180.2 kJ/mol

--- 1 ---
Below is 2 unconnected molecules or ions with the total composition CH6NPS, with properties calculated with wB97M-V/def2-TZVPD.

Results
Frontier orbital gap (alpha / beta) in eV: 7.007 / 6.949
HOMO (alpha / beta) in eV: -8.14 / -8.12

```
! RIJCOSX wB97M-V def2-TZVPD def2/J DEFGRID3
* xyz 0 1
C -0.13327 -1.68503 0.35679
N -1.07185 0.81705 0.15159
P 2.25651 0.40998 -0.00390
S 0.29307 -0.19371 -0.30249
H 0.82318 -2.29419 0.65901
H -0.79630 -2.29281 -0.22606
H -1.22014 1.75677 -0.23286
H -1.37243 0.63328 1.21429
H 1.52706 2.67299 -0.05985
H -0.30584 0.17567 -1.55653
*
```

For each atom in turn, the Löwdin charge in e is: number 1, C, carries -0.383; number 2, N, carries -0.298; number 3, P, carries 0.283; number 4, S, carries 0.192; number 5, H, carries 0.040; number 6, H, carries -0.016; number 7, H, carries 0.032; number 8, H, carries 0.110; number 9, H, carries -0.004; number 10, H, carries 0.043

--- 2 ---
Below is a single CH6NPS molecule, with properties calculated with wB97M-V/def2-TZVPD.

Results
Frontier orbital gap in eV: 9.573
SMILES string: CSPN
HOMO in eV: -8.65

```
! RIJCOSX wB97M-V def2-TZVPD def2/J DEFGRID3
* xyz 0 1
C 0.46906 1.28093 -1.26134
S -0.92498 1.69189 -0.12885
P -1.76375 -0.02955 0.73564
N -0.65870 -0.67477 1.79716
H 0.13184 1.21630 -2.26625
H 1.08827 2.33244 -1.45346
H 1.02176 0.46090 -0.89226
H -1.66871 -1.00055 -0.24904
H 0.32779 -0.64103 2.08679
H -1.22128 -1.09887 2.55314
*
```

For each atom in turn, the Löwdin charge in e is: number 1, C, carries -0.476; number 2, S, carries 0.393; number 3, P, carries 0.430; number 4, N, carries -0.369; number 5, H, carries -0.011; number 6, H, carries 0.094; number 7, H, carries -0.005; number 8, H, carries -0.121; number 9, H, carries 0.052; number 10, H, carries 0.012

Energetically preferred structure: 2 | next structure: +734.1 kJ/mol

--- 1 ---
Below is a single C4H8N4O molecule, with properties calculated with wB97M-V/def2-TZVPD.

Results
Frontier orbital gap in eV: 9.648
SMILES string: [H]/N=C1\OCCN1/C(N)=N/[H]
HOMO in eV: -8.86

```
! RIJCOSX wB97M-V def2-TZVPD def2/J DEFGRID3
* xyz 0 1
H -0.48817 -2.47845 -1.64452
N 0.18594 -2.00034 -1.07328
C -0.53196 -1.10544 -0.50089
O -1.85209 -0.96488 -0.48117
C -2.25663 0.23266 0.29538
C -1.01249 0.84787 0.88275
N 0.08165 -0.04779 0.20307
C 1.39210 0.45189 0.13086
N 2.44451 -0.36229 -0.40177
N 1.63839 1.73656 0.39636
H 2.59851 1.69891 0.17287
H -2.70296 0.91253 -0.46741
H -3.04492 -0.16532 0.88463
H -1.00593 0.83537 1.93759
H -0.86802 1.80815 0.51633
H 3.27023 -0.37367 0.21438
H 2.15185 -1.02574 -1.06518
*
```

For each atom in turn, the Löwdin charge in e is: number 1, H, carries 0.050; number 2, N, carries 0.138; number 3, C, carries -0.480; number 4, O, carries 0.016; number 5, C, carries -0.083; number 6, C, carries -0.046; number 7, N, carries 0.052; number 8, C, carries -0.430; number 9, N, carries 0.102; number 10, N, carries 0.103; number 11, H, carries 0.002; number 12, H, carries 0.135; number 13, H, carries 0.112; number 14, H, carries 0.108; number 15, H, carries 0.082; number 16, H, carries 0.108; number 17, H, carries 0.031

--- 2 ---
Below is a single C4H8N4O molecule, with properties calculated with wB97M-V/def2-TZVPD.

Results
Frontier orbital gap in eV: 8.472
SMILES string: [H]/N=C(/C=N/N1CC1)NO
HOMO in eV: -8.77

```
! RIJCOSX wB97M-V def2-TZVPD def2/J DEFGRID3
* xyz 0 1
H -3.42171 -1.42062 0.19144
N -2.34124 -1.64293 0.10707
C -1.67158 -0.55311 -0.04840
C -0.37270 -0.89266 0.02408
N 0.62193 0.02492 -0.04181
N 1.84610 -0.57730 0.02857
C 2.86395 0.26743 0.74615
C 2.88600 0.06008 -0.84783
N -2.29783 0.83746 -0.20267
O -1.42255 2.00555 0.11989
H -0.36188 -1.92245 0.28334
H 2.22412 1.03466 1.32039
H 3.51746 0.07190 1.72581
H 2.66503 0.76182 -1.62656
H 3.57686 -0.83444 -0.94684
H -3.40930 0.84621 -0.13433
H -0.44695 1.63302 -0.25449
*
```

For each atom in turn, the Löwdin charge in e is: number 1, H, carries 0.103; number 2, N, carries 0.114; number 3, C, carries -0.418; number 4, C, carries -0.080; number 5, N, carries 0.029; number 6, N, carries -0.217; number 7, C, carries -0.127; number 8, C, carries -0.054; number 9, N, carries -0.038; number 10, O, carries -0.154; number 11, H, carries 0.115; number 12, H, carries 0.094; number 13, H, carries 0.123; number 14, H, carries 0.085; number 15, H, carries 0.114; number 16, H, carries 0.169; number 17, H, carries 0.141

Energetically preferred structure: 1 | next structure: +709.6 kJ/mol

--- 1 ---
Below is 2 unconnected molecules or ions with the total composition C3H7OPS, with properties calculated with wB97M-V/def2-TZVPD.

Results
Frontier orbital gap (alpha / beta) in eV: 6.540 / 8.306
HOMO (alpha / beta) in eV: -8.50 / -8.59

```
! RIJCOSX wB97M-V def2-TZVPD def2/J DEFGRID3
* xyz 0 1
C -0.44376 -2.08807 0.04825
C -0.45480 -0.98834 -0.62594
C 2.18495 0.34113 0.01656
O -1.02652 0.30638 1.71586
P -2.87342 1.22492 -0.30337
S -0.91347 0.60764 0.30086
H -0.51356 -3.12986 -0.39106
H -0.31041 -1.95855 1.17046
H -0.52350 -0.91627 -1.68130
H 2.41247 0.74977 -0.92427
H 1.77533 1.04271 0.78731
H 2.01148 -0.69019 0.15484
H -2.31012 2.01945 -1.33988
*
```

For each atom in turn, the Löwdin charge in e is: number 1, C, carries -0.074; number 2, C, carries -0.380; number 3, C, carries 0.063; number 4, O, carries -0.598; number 5, P, carries 0.575; number 6, S, carries 0.444; number 7, H, carries 0.093; number 8, H, carries 0.085; number 9, H, carries 0.056; number 10, H, carries -0.024; number 11, H, carries 0.002; number 12, H, carries -0.037; number 13, H, carries -0.205

--- 2 ---
Below is a molecular structure, C3H7OPS, with properties calculated with wB97M-V/def2-TZVPD.

Results
Frontier orbital gap (alpha / beta) in eV: 7.095 / 7.094
HOMO (alpha / beta) in eV: -7.69 / -7.69

```
! RIJCOSX wB97M-V def2-TZVPD def2/J DEFGRID3
* xyz 0 1
C -1.02468 -1.92749 -0.03308
C -0.13317 -1.15829 0.55832
C -0.73636 1.89984 0.19376
O 0.56892 -0.09050 -1.78206
P 2.66961 0.07462 0.42803
S 0.73742 0.11185 -0.35662
H -1.55508 -2.70734 0.48586
H -1.23914 -1.79216 -1.08105
H 0.16089 -1.20452 1.59387
H -0.64246 2.55453 -0.64787
H -1.66537 1.37301 0.28286
H -0.29252 2.24333 1.10773
H 3.15195 0.62310 -0.74973
*
```

For each atom in turn, the Löwdin charge in e is: number 1, C, carries -0.009; number 2, C, carries -0.373; number 3, C, carries 0.007; number 4, O, carries -0.491; number 5, P, carries 0.456; number 6, S, carries 0.413; number 7, H, carries 0.067; number 8, H, carries 0.063; number 9, H, carries 0.068; number 10, H, carries 0.012; number 11, H, carries 0.007; number 12, H, carries 0.010; number 13, H, carries -0.231

Energetically preferred structure: 2 | next structure: +134.9 kJ/mol